Entry from OMol25: an isolated molecule of C5H7P (wB97M-V/def2-TZVPD).

Last columns: bonded neighbours and bond lengths (Å).
Cartesian coordinates (Å):
1 C 0.44 1.46 -0.83  C2 1.455, C3 1.369, H7 1.015
2 C 0.34 0.64 0.36  C1 1.455, C4 1.347, H8 1.028
3 C 0.58 0.89 -2.07  C1 1.369, P6 1.781, H9 1.118
4 C -0.37 -0.50 0.45  C2 1.347, C5 1.487, H10 1.109
5 C -0.52 -1.32 1.68  C4 1.487, H11 1.123, H12 1.030, H13 1.011
6 P 0.11 -0.82 -2.31  C3 1.781
7 H 0.56 2.47 -0.81  C1 1.015
8 H 0.80 1.16 1.12  C2 1.028
9 H 0.76 1.33 -3.08  C3 1.118
10 H -1.08 -0.92 -0.30  C4 1.109
11 H 0.51 -1.27 2.12  C5 1.123
12 H -0.94 -2.22 1.37  C5 1.030
13 H -1.18 -0.89 2.31  C5 1.011

The calculation puts the energy above the lowest of the compared OMol25 structures with the same formula, charge and spin at 0.843 eV. For the highest occupied orbital energy (alpha / beta), the calculation gives -7.3 / -9.1 eV. The calculation puts the molecular weight at 98.08 Da. As for the spin multiplicity: 3.

These are the Löwdin partial charges, in e, on atoms 1 to 2: number 1, C, carries -0.20; number 2, C, carries -0.14